Entry 1:
Density functional theory data (wB97M-V/def2-TZVPD) for a molecular structure, C21H36BaGe2O2Se2.

Last column: Mulliken charge in e.
Positions of all 64 atoms, in Å:
Ba  0.65  -2.25  0.77  1.348
C  2.51  0.98  -3.97  -1.135
C  2.12  0.33  -2.64  -0.411
Ge  0.19  0.64  -2.22  -0.355
C  -0.91  -0.78  -3.10  -0.380
C  -1.07  -0.50  -4.60  -1.132
C  -0.37  2.43  -2.83  0.104
C  -0.78  3.13  -1.76  -0.661
Ge  -0.54  1.89  -0.21  -0.247
C  -2.16  1.27  0.78  -0.378
C  -3.00  2.39  1.39  -1.096
C  0.90  2.31  1.12  -0.333
C  0.80  3.69  1.78  -1.105
C  -1.29  4.51  -1.74  0.514
C  -1.60  5.12  -0.52  0.294
C  -2.08  6.42  -0.46  -1.105
C  -2.26  7.14  -1.63  -0.474
C  -1.95  6.56  -2.85  -0.729
C  -1.48  5.26  -2.91  -0.374
H  3.57  0.84  -4.17  0.371
H  2.31  2.05  -3.95  0.317
H  1.95  0.55  -4.80  0.229
H  2.73  0.74  -1.83  0.373
H  2.31  -0.75  -2.66  0.388
H  -1.89  -0.80  -2.62  0.366
H  -0.44  -1.75  -2.94  0.385
H  -1.49  0.49  -4.76  0.296
H  -1.74  -1.23  -5.06  0.375
H  -0.11  -0.55  -5.11  0.254
H  -0.36  2.83  -3.84  0.521
H  -1.81  0.59  1.56  0.317
H  -2.77  0.68  0.09  0.382
H  -2.42  2.99  2.09  0.237
H  -3.85  1.98  1.95  0.384
H  -3.39  3.05  0.62  0.302
H  1.86  2.22  0.60  0.354
H  0.86  1.52  1.88  0.318
H  0.87  4.48  1.03  0.301
H  1.60  3.83  2.50  0.382
H  -0.15  3.81  2.31  0.236
H  -1.47  4.55  0.39  0.388
H  -2.32  6.86  0.50  0.388
H  -2.63  8.16  -1.59  0.388
H  -2.09  7.12  -3.77  0.393
H  -1.25  4.82  -3.87  0.322
O  0.92  -6.03  5.51  -0.506
C  1.26  -6.69  4.29  -1.255
C  1.16  -5.69  3.13  2.098
C  1.60  -6.46  1.87  -1.139
O  2.93  -6.91  1.93  -0.552
C  2.10  -4.53  3.47  -1.420
Se  3.00  -3.53  2.00  -0.650
C  -0.32  -5.27  3.04  -1.321
Se  -1.07  -4.54  1.36  -0.703
H  1.02  -6.66  6.23  0.314
H  0.58  -7.52  4.10  0.469
H  2.29  -7.07  4.33  0.475
H  1.44  -5.82  1.00  0.407
H  0.96  -7.34  1.76  0.521
H  3.51  -6.14  1.82  0.356
H  2.95  -4.90  4.04  0.438
H  1.59  -3.81  4.10  0.345
H  -0.52  -4.54  3.83  0.402
H  -0.95  -6.13  3.23  0.408

For the HOMO-LUMO gap, the calculation gives 6.812 eV. As for the spin multiplicity: 1. The LUMO energy is -0.49 eV. As for the electronic energy: -270873.054 eV. For the HOMO energy, the calculation gives -7.3 eV.

=====

Entry 2:
Density functional theory data (wB97M-V/def2-TZVPD) for a molecular structure, C38H52GaO2Se.

Last column: Mulliken charge in e.
Positions of all 94 atoms, in Å:
Ga  0.94  0.51  -2.02  -0.114
C  -3.77  -4.41  1.98  -1.668
C  -2.61  -4.85  1.07  1.888
C  -3.11  -5.90  0.08  -1.676
C  -1.54  -5.49  1.96  -2.104
C  -2.07  -3.64  0.32  -0.621
C  -0.76  -3.19  0.41  -0.099
C  -0.33  -2.08  -0.30  -0.837
Se  1.49  -1.52  -0.09  0.019
C  1.21  -0.14  1.22  -0.373
C  1.32  -0.47  2.56  -0.114
C  1.11  0.47  3.55  -0.493
C  0.74  1.75  3.13  -0.255
C  0.60  2.13  1.80  -0.133
C  0.91  1.18  0.80  1.097
O  0.94  1.54  -0.47  -0.721
C  0.10  3.56  1.54  2.378
C  -1.24  3.75  2.28  -1.807
C  1.12  4.56  2.09  -1.696
C  -0.16  3.93  0.08  -2.007
C  1.23  0.17  5.04  1.871
C  2.21  1.15  5.70  -1.686
C  1.74  -1.25  5.29  -2.087
C  -0.15  0.31  5.70  -1.633
C  -1.18  -1.36  -1.16  1.724
O  -0.76  -0.32  -1.83  -0.244
C  -2.53  -1.80  -1.27  -0.608
C  -2.91  -2.91  -0.53  0.392
C  -3.61  -1.15  -2.15  2.133
C  -4.78  -0.71  -1.26  -1.703
C  -4.11  -2.19  -3.17  -1.703
C  -3.16  0.08  -2.95  -1.983
H  -4.14  -5.26  2.57  0.469
H  -3.45  -3.63  2.66  0.338
H  -4.61  -4.03  1.39  0.322
H  -3.46  -6.79  0.60  0.466
H  -3.93  -5.51  -0.53  0.310
H  -2.31  -6.20  -0.60  0.346
H  -1.96  -6.35  2.48  0.430
H  -0.69  -5.85  1.36  0.380
H  -1.16  -4.79  2.70  0.360
H  -0.04  -3.70  1.05  0.440
H  1.57  -1.50  2.81  0.425
H  0.53  2.49  3.89  0.154
H  -1.14  3.64  3.36  0.322
H  -1.64  4.75  2.09  0.487
H  -1.97  3.02  1.93  0.354
H  1.31  4.41  3.16  0.276
H  2.07  4.46  1.57  0.346
H  0.77  5.59  1.96  0.456
H  -0.86  3.24  -0.40  0.216
H  -0.61  4.93  0.06  0.553
H  0.75  3.94  -0.51  0.403
H  3.18  1.11  5.21  0.344
H  1.85  2.18  5.63  0.311
H  2.34  0.91  6.76  0.475
H  2.70  -1.42  4.80  0.407
H  1.88  -1.41  6.37  0.436
H  1.03  -2.00  4.94  0.322
H  -0.53  1.33  5.61  0.319
H  -0.87  -0.36  5.23  0.328
H  -0.09  0.07  6.77  0.460
H  -3.94  -3.24  -0.62  0.211
H  -5.23  -1.54  -0.72  0.292
H  -4.44  0.03  -0.53  0.352
H  -5.56  -0.24  -1.87  0.468
H  -4.54  -3.07  -2.68  0.277
H  -4.87  -1.75  -3.81  0.471
H  -3.28  -2.53  -3.80  0.366
H  -2.86  0.90  -2.30  0.207
H  -2.32  -0.14  -3.61  0.359
H  -4.01  0.41  -3.55  0.564
C  3.55  0.10  -5.35  -1.980
C  3.15  0.69  -3.98  2.359
C  4.12  0.11  -2.93  -1.756
C  1.69  0.31  -3.73  -1.718
C  3.35  2.20  -4.07  -0.125
C  4.64  2.75  -4.14  -0.302
C  4.85  4.11  -4.23  -0.804
C  3.77  4.99  -4.25  -0.314
C  2.49  4.47  -4.18  -0.931
C  2.28  3.09  -4.09  -0.099
H  3.51  -0.99  -5.30  0.465
H  4.57  0.39  -5.64  0.381
H  2.85  0.43  -6.12  0.413
H  3.88  -0.95  -2.78  0.383
H  4.01  0.62  -1.97  0.264
H  5.17  0.18  -3.23  0.490
H  1.58  -0.79  -3.79  0.394
H  5.50  2.09  -4.13  0.270
H  5.86  4.50  -4.28  0.350
H  3.93  6.06  -4.31  0.370
H  1.63  5.13  -4.20  0.380
H  1.29  2.67  -4.07  0.550

For the HOMO-LUMO gap, the calculation gives 5.447 eV. The net charge is -1. As for the spin multiplicity: 1. The LUMO energy is 2.32 eV. As for the electronic energy: -162069.994 eV. For the HOMO energy, the calculation gives -3.1 eV.

=====

Entry 3:
Density functional theory data (wB97M-V/def2-TZVPD) for a molecular structure, C49H45BaN14O3 at a distorted geometry.

Last column: Mulliken charge in e.
Positions of all 112 atoms, in Å:
Ba  0.07  -0.20  -0.75  2.015
C  -2.90  -3.37  1.47  -0.715
C  -1.72  -2.81  1.02  -0.192
N  -1.53  -1.49  1.02  0.221
C  -2.52  -0.71  1.46  0.253
C  -3.74  -1.29  1.80  -0.359
N  -3.93  -2.61  1.82  -0.593
C  -2.24  0.76  1.58  -0.066
C  -3.14  1.64  2.16  -0.629
C  -2.81  2.98  2.31  1.114
C  -1.56  3.37  1.84  -0.626
C  -0.72  2.45  1.25  -0.751
N  -1.05  1.16  1.14  -0.297
C  0.64  2.83  0.76  -0.082
C  0.99  4.12  0.40  1.140
N  2.23  4.47  0.10  -0.424
C  3.15  3.52  0.16  -0.699
C  2.81  2.20  0.43  -0.244
N  1.56  1.86  0.72  0.042
C  -3.74  3.95  2.95  1.006
C  -5.06  3.62  3.24  -0.578
C  -5.89  4.56  3.83  -0.419
N  -5.50  5.79  4.14  -0.597
C  -4.23  6.11  3.87  -0.468
C  -3.33  5.24  3.28  -0.511
H  -3.03  -4.45  1.53  0.581
H  -0.90  -3.43  0.65  0.228
H  -4.60  -0.69  2.07  0.485
H  -4.09  1.27  2.53  0.280
H  -1.23  4.39  1.94  0.407
H  0.23  4.90  0.31  -0.192
H  4.18  3.80  -0.03  0.435
H  3.55  1.41  0.40  0.381
H  -5.47  2.64  3.01  0.332
H  -6.92  4.30  4.05  0.378
H  -3.92  7.11  4.13  0.401
H  -2.32  5.58  3.12  0.413
C  -2.57  9.17  -0.24  -0.963
O  -1.51  8.22  -0.16  -0.408
C  -0.92  7.86  -1.33  0.835
C  0.11  6.92  -1.24  -0.611
C  0.75  6.48  -2.38  0.310
C  0.39  6.98  -3.63  -0.554
C  -0.58  7.95  -3.71  -0.754
C  -1.26  8.38  -2.57  -0.553
N  1.10  6.60  -4.84  -0.635
N  1.34  5.40  -5.04  -0.371
C  0.72  4.41  -4.20  -0.227
C  -0.61  4.41  -3.89  -0.030
C  -1.19  3.39  -3.11  -0.748
C  -0.43  2.37  -2.57  0.234
O  -0.91  1.44  -1.77  -1.051
C  0.97  2.34  -2.92  0.045
N  1.74  1.33  -2.40  0.611
C  3.02  1.30  -2.70  -0.343
C  3.65  2.24  -3.52  -1.218
C  2.91  3.26  -4.05  -0.865
C  1.53  3.34  -3.75  0.604
H  -2.94  9.30  0.77  0.229
H  -3.38  8.80  -0.88  0.391
H  -2.21  10.12  -0.62  0.386
H  0.41  6.57  -0.26  0.805
H  1.55  5.75  -2.30  0.682
H  -0.83  8.36  -4.68  0.425
H  -2.03  9.13  -2.67  0.424
H  -1.24  5.20  -4.27  0.516
H  -2.25  3.41  -2.88  0.525
H  3.60  0.49  -2.26  0.284
H  4.71  2.15  -3.73  0.480
H  3.35  4.01  -4.69  0.509
N  1.65  -1.40  1.06  -0.205
C  2.37  -2.60  0.58  -0.583
C  2.99  -2.34  -0.79  -0.625
N  1.93  -2.10  -1.79  -0.166
H  2.31  -0.69  1.36  0.107
H  1.09  -1.62  1.88  0.161
H  1.66  -3.43  0.49  0.256
H  3.16  -2.92  1.27  0.401
H  3.64  -3.17  -1.05  0.444
H  3.61  -1.44  -0.72  0.228
H  1.48  -2.98  -2.01  0.203
H  2.34  -1.77  -2.66  0.160
C  -0.02  -8.45  -1.73  -1.399
C  -1.34  -7.77  -1.99  0.736
C  -2.13  -8.12  -3.08  -0.821
C  -3.34  -7.49  -3.32  -0.504
C  -3.79  -6.49  -2.47  -0.330
N  -5.05  -5.90  -2.75  -0.009
C  -5.60  -4.73  -2.27  0.224
O  -6.80  -4.58  -2.15  -0.651
N  -4.72  -3.73  -1.89  -0.030
C  -3.52  -3.32  -2.50  0.052
C  -2.99  -3.88  -3.66  -0.349
C  -1.78  -3.40  -4.13  -1.319
C  -1.12  -2.40  -3.44  -0.528
N  -1.64  -1.84  -2.34  0.346
C  -2.82  -2.28  -1.91  -0.453
C  -3.02  -6.13  -1.37  0.144
C  -1.81  -6.77  -1.15  -0.547
H  0.13  -9.31  -2.39  0.357
H  0.05  -8.81  -0.70  0.356
H  0.82  -7.77  -1.89  0.276
H  -1.80  -8.90  -3.75  0.335
H  -3.95  -7.78  -4.17  0.436
H  -5.76  -6.51  -3.12  0.275
H  -5.17  -3.05  -1.30  0.236
H  -3.52  -4.64  -4.20  0.654
H  -1.37  -3.78  -5.06  0.457
H  -0.17  -2.02  -3.78  0.606
H  -3.26  -1.75  -1.07  0.502
H  -3.37  -5.38  -0.68  0.525
H  -1.22  -6.50  -0.27  0.406

For the HOMO-LUMO gap, the calculation gives 5.765 eV. The net charge is +1. As for the spin multiplicity: 1. The LUMO energy is -3.32 eV. As for the electronic energy: -79238.161 eV. For the HOMO energy, the calculation gives -9.1 eV.